{"formula": "C70H172N12O18", "method": "wB97M-V/def2-TZVPD", "species": ["C", "C", "C", "C", "C", "C", "C", "C", "C", "N", "O", "H", "H", "H", "H", "H", "H", "H", "H", "H", "H", "H", "H", "H", "H", "H", "H", "H", "H", "H", "C", "C", "C", "C", "C", "C", "C", "C", "C", "N", "O", "H", "H", "H", "H", "H", "H", "H", "H", "H", "H", "H", "H", "H", "H", "H", "H", "H", "H", "H", "C", "O", "C", "C", "C", "N", "H", "H", "H", "H", "H", "H", "H", "H", "H", "H", "H", "C", "O", "C", "C", "C", "N", "H", "H", "H", "H", "H", "H", "H", "H", "H", "H", "H", "C", "O", "C", "C", "C", "N", "H", "H", "H", "H", "H", "H", "H", "H", "H", "H", "H", "C", "O", "C", "C", "C", "N", "H", "H", "H", "H", "H", "H", "H", "H", "H", "H", "H", "C", "O", "C", "C", "N", "C", "C", "O", "C", "H", "H", "H", "H", "H", "H", "H", "H", "H", "H", "H", "H", "H", "H", "H", "C", "O", "C", "C", "N", "C", "C", "O", "C", "H", "H", "H", "H", "H", "H", "H", "H", "H", "H", "H", "H", "H", "H", "H", "C", "O", "C", "C", "N", "C", "C", "O", "C", "H", "H", "H", "H", "H", "H", "H", "H", "H", "H", "H", "H", "H", "H", "H", "C", "O", "C", "C", "N", "C", "C", "O", "C", "H", "H", "H", "H", "H", "H", "H", "H", "H", "H", "H", "H", "H", "H", "H", "C", "O", "C", "C", "N", "C", "C", "O", "C", "H", "H", "H", "H", "H", "H", "H", "H", "H", "H", "H", "H", "H", "H", "H", "C", "O", "C", "C", "N", "C", "C", "O", "C", "H", "H", "H", "H", "H", "H", "H", "H", "H", "H", "H", "H", "H", "H", "H"], "xyz": [[10.29345, -7.74869, -3.60206], [10.11611, -6.96703, -4.91391], [8.66694, -7.20683, -5.51970], [10.28645, -5.47063, -4.59068], [10.54467, -4.59938, -5.86501], [11.62722, -5.18060, -6.79119], [11.50639, -6.66832, -7.08088], [10.31467, -6.90223, -8.09751], [12.83481, -7.22605, -7.61441], [11.18283, -7.38648, -5.83701], [11.25557, -8.81625, -6.01798], [9.43992, -7.64885, -2.93155], [10.27432, -8.82280, -3.78649], [11.21237, -7.48975, -3.07611], [7.91840, -7.24154, -4.72814], [8.45156, -6.46108, -6.28492], [8.69690, -8.18699, -5.99560], [9.32460, -5.13280, -4.20491], [11.05980, -5.26280, -3.85120], [9.55922, -4.61497, -6.33059], [10.76445, -3.58141, -5.54327], [12.58968, -4.91417, -6.35439], [11.59292, -4.69947, -7.76866], [9.60481, -6.07507, -8.10253], [9.76807, -7.82505, -7.90330], [10.63414, -6.98477, -9.13637], [13.14755, -6.51850, -8.38230], [12.71110, -8.22506, -8.03248], [13.63634, -7.25077, -6.87615], [12.04166, -8.94351, -5.48179], [5.92389, -1.28948, 2.58216], [6.81431, -2.54688, 2.88672], [6.31092, -3.76076, 2.14909], [8.26512, -2.20567, 2.33651], [9.33487, -3.18612, 2.73074], [9.36090, -3.24666, 4.26209], [7.98972, -3.61893, 4.92623], [7.74239, -5.07812, 4.78184], [8.03681, -3.19038, 6.44607], [6.94013, -2.75354, 4.34903], [5.64615, -2.90208, 4.98595], [4.94787, -1.35747, 3.06266], [6.32049, -0.43988, 3.13801], [5.89825, -0.93553, 1.55155], [5.22333, -3.73152, 2.21532], [6.53686, -3.67224, 1.08645], [6.62496, -4.71416, 2.57396], [8.28098, -2.05703, 1.25680], [8.61694, -1.21548, 2.62606], [9.07449, -4.17016, 2.34089], [10.33439, -2.99338, 2.34097], [9.58774, -2.27095, 4.69179], [10.06188, -3.99234, 4.63717], [7.94949, -5.44801, 3.77765], [6.70855, -5.34100, 5.00582], [8.38462, -5.58051, 5.50519], [7.15637, -3.54179, 6.98404], [8.08201, -2.12262, 6.66045], [8.90293, -3.74521, 6.80677], [5.61577, -2.23170, 5.67245], [-1.65532, -5.54620, 4.45439], [-2.87354, -6.08897, 3.94729], [-3.60272, -6.85596, 4.92858], [-4.77194, -7.53374, 4.08401], [-5.87710, -6.45862, 3.70571], [-5.27183, -8.64644, 4.81992], [-1.16893, -4.85364, 3.76746], [-0.90412, -6.28861, 4.72391], [-1.84266, -4.90702, 5.31720], [-2.97154, -7.49590, 5.54520], [-4.11432, -6.20861, 5.64082], [-4.37008, -7.98489, 3.17678], [-5.49838, -5.61925, 3.12252], [-6.35024, -6.13685, 4.63346], [-6.64416, -6.85745, 3.04189], [-4.44503, -9.16178, 5.08627], [-5.86578, -9.25859, 4.27899], [-0.39512, 11.31598, -5.25206], [-0.14925, 10.09355, -4.50981], [0.99032, 9.31737, -4.93298], [1.16027, 8.08617, -4.07062], [1.73324, 8.39802, -2.68082], [1.98537, 7.03406, -4.61687], [-0.31757, 11.05488, -6.30747], [0.37227, 12.07943, -5.12418], [-1.29641, 11.80260, -4.87926], [0.91828, 9.02638, -5.98095], [1.89873, 9.91860, -4.89544], [0.17284, 7.65723, -3.90011], [1.00424, 8.85526, -2.01180], [2.58601, 9.07690, -2.67837], [2.09399, 7.50290, -2.17414], [1.37899, 6.64515, -5.32479], [2.14099, 6.32855, -3.91107], [1.34856, -7.86565, -11.00861], [1.00856, -8.86513, -11.94051], [-0.39211, -8.96969, -12.02050], [-0.69132, -9.80429, -13.30886], [-0.37149, -9.29559, -14.70544], [-2.09991, -9.98444, -13.28865], [2.43522, -7.79368, -10.96270], [1.03608, -8.18679, -10.01498], [0.99742, -6.85980, -11.23897], [-0.80062, -9.34984, -11.08419], [-0.86370, -8.00696, -12.21766], [-0.27138, -10.80208, -13.18167], [-0.75628, -10.03732, -15.40534], [0.68597, -9.09263, -14.87479], [-1.03644, -8.44111, -14.83119], [-2.44407, -10.28750, -12.38876], [-2.30214, -10.78813, -13.86597], [3.62754, -1.03789, -8.91350], [2.56784, -0.46744, -8.07912], [1.99271, 0.78958, -8.38232], [0.55724, 0.75181, -7.73318], [-0.33875, -0.15006, -8.59792], [-0.05319, 2.08348, -7.90541], [3.87238, -1.98927, -8.44121], [4.57091, -0.50224, -9.01948], [3.13248, -1.25921, -9.85904], [2.60739, 1.60845, -8.00854], [2.01051, 0.83300, -9.47131], [0.71741, 0.39964, -6.71416], [-0.01909, -1.18884, -8.68057], [-0.38530, 0.36922, -9.55515], [-1.33160, -0.26075, -8.16190], [-0.29033, 2.16518, -8.88376], [-0.91246, 2.30724, -7.42409], [-2.78794, 4.43535, 1.71349], [-2.51750, 3.16115, 2.17199], [-2.69858, 2.05758, 1.28074], [-1.62492, 1.98384, 0.12341], [-1.82884, 0.93496, -0.87426], [-1.87399, -0.42512, -0.26817], [-1.49570, -1.58956, -1.24857], [-0.10584, -1.49782, -1.61503], [0.26153, -2.52390, -2.52451], [-3.85255, 4.53003, 1.49955], [-2.44124, 4.69457, 0.71313], [-2.32802, 5.22810, 2.30350], [-3.69178, 2.01625, 0.83356], [-2.57041, 1.19749, 1.93795], [-0.65391, 1.88791, 0.60926], [-1.65666, 2.97140, -0.33681], [-1.32909, 1.13026, -1.72995], [-2.78776, -0.66141, 0.27708], [-1.14574, -0.49265, 0.54003], [-2.14232, -1.54579, -2.12496], [-1.61532, -2.56812, -0.78358], [1.22801, -2.29913, -2.97562], [-0.48588, -2.68602, -3.30117], [0.26044, -3.41643, -1.89880], [-10.16229, 4.61898, 0.43187], [-9.67603, 5.32596, -0.72039], [-10.11828, 6.69054, -0.76926], [-11.56519, 6.79659, -1.23880], [-11.90428, 8.13761, -1.64929], [-11.47402, 8.53712, -2.92925], [-11.91597, 9.95425, -3.30051], [-11.27517, 10.81548, -2.40915], [-11.51120, 12.14736, -2.74779], [-9.78376, 5.07436, 1.34700], [-9.83072, 3.58142, 0.39175], [-11.24941, 4.54000, 0.42578], [-9.39583, 7.22337, -1.38752], [-9.99786, 7.17854, 0.19793], [-12.15644, 6.49436, -0.37440], [-11.84629, 6.05892, -1.99041], [-11.52301, 8.76371, -0.95449], [-11.86268, 7.93250, -3.74871], [-10.38965, 8.60722, -3.01477], [-12.99155, 10.09473, -3.19329], [-11.49025, 10.01714, -4.30196], [-10.95766, 12.46054, -3.63301], [-11.15862, 12.75435, -1.91392], [-12.55442, 12.45335, -2.82621], [1.36480, -11.17452, -0.31351], [2.01235, -12.17639, -1.09187], [3.41038, -12.38354, -0.79619], [3.96004, -13.05730, -2.07440], [3.75246, -14.45084, -1.90920], [4.33268, -15.12088, -3.08170], [3.94267, -16.60438, -2.76152], [2.51573, -16.77870, -2.70957], [2.08738, -18.12879, -2.57657], [1.80528, -10.21892, -0.59797], [1.56717, -11.27513, 0.75280], [0.28054, -11.12612, -0.41429], [3.64594, -12.87814, 0.14614], [3.83941, -11.40241, -0.59268], [5.02553, -12.85710, -2.18727], [3.41217, -12.73361, -2.95937], [2.75825, -14.61637, -1.84413], [5.41812, -15.02325, -3.06159], [3.90930, -14.68166, -3.98497], [4.49675, -16.81392, -1.84654], [4.30154, -17.30084, -3.51932], [2.19294, -18.71247, -3.49105], [1.02917, -18.01442, -2.34158], [2.70264, -18.65493, -1.84668], [-6.47164, 11.91089, 0.60885], [-7.40760, 12.03154, 1.66490], [-8.71762, 12.09640, 1.14011], [-9.69083, 12.16994, 2.30754], [-11.03735, 11.77578, 1.83980], [-11.99854, 11.93895, 2.90694], [-13.44448, 11.58722, 2.48770], [-13.92145, 12.61017, 1.66164], [-15.26739, 12.43392, 1.22423], [-5.47494, 11.79010, 1.03322], [-6.39764, 12.78278, -0.04111], [-6.58768, 10.98385, 0.04737], [-8.89188, 11.13401, 0.65894], [-8.92634, 12.93835, 0.48006], [-9.65384, 13.16251, 2.75649], [-9.36517, 11.48115, 3.08704], [-11.30643, 12.33847, 1.04540], [-12.04155, 12.95892, 3.28891], [-11.74948, 11.28857, 3.74543], [-14.04192, 11.59926, 3.39930], [-13.40337, 10.58848, 2.05303], [-15.84943, 12.33049, 2.14000], [-15.44285, 11.47279, 0.74096], [-15.64540, 13.24787, 0.60561], [-2.96477, 2.68993, 15.80661], [-3.08369, 3.92454, 15.15587], [-2.05211, 4.15644, 14.09857], [-2.35455, 5.39142, 13.22612], [-3.49498, 5.06770, 12.31779], [-4.16817, 6.23199, 11.78262], [-5.09814, 5.78762, 10.56735], [-5.87816, 6.84605, 10.01805], [-6.89791, 6.37524, 9.12565], [-2.08723, 2.71850, 16.45254], [-2.76548, 1.81725, 15.18467], [-3.75239, 2.34375, 16.47588], [-1.86441, 3.30073, 13.44999], [-1.10640, 4.37126, 14.59616], [-1.51637, 5.62589, 12.56994], [-2.44446, 6.29166, 13.83404], [-4.12433, 4.44566, 12.80472], [-3.51071, 7.04456, 11.47348], [-4.86156, 6.51629, 12.57412], [-5.76136, 4.99031, 10.90281], [-4.42362, 5.34208, 9.83617], [-6.54109, 5.60012, 8.44743], [-7.35102, 7.18615, 8.55539], [-7.72438, 6.02674, 9.74499], [3.57659, 1.81737, 10.00926], [3.50459, 2.26907, 8.68921], [3.53129, 3.74656, 8.61667], [3.70561, 4.08823, 7.13657], [3.72875, 5.51447, 7.00147], [2.42258, 6.10145, 6.89862], [2.49855, 7.63801, 6.61678], [3.12518, 7.70001, 5.37596], [3.48538, 8.97173, 4.98059], [4.54726, 2.06878, 10.43667], [3.37043, 0.74813, 10.05749], [2.82722, 2.22166, 10.68978], [4.31883, 4.15380, 9.25073], [2.53565, 4.12347, 8.85068], [2.91173, 3.60963, 6.56317], [4.60802, 3.62483, 6.73778], [4.30852, 5.93307, 6.28820], [1.85757, 5.92859, 7.81458], [1.87568, 5.61261, 6.09237], [2.94082, 8.18775, 7.44760], [1.46358, 7.97925, 6.59464], [3.57001, 8.81838, 3.90476], [4.45707, 9.16986, 5.43298], [2.71487, 9.71196, 5.19622]], "e_above_lowest_kcal_mol": 47.7, "multiplicity": 1, "smiles": "CC1(C)CCCC(C)(C)N1O.CC1(C)CCCC(C)(C)N1O.COC[C@H](C)N.COC[C@H](C)N.COC[C@H](C)N.COC[C@H](C)N.COCCNCCOC.COCCNCCOC.COCCNCCOC.COCCNCCOC.COCCNCCOC.COCCNCCOC", "homo_ha": -0.2989, "total_charge": 0, "lumo_ev": 0.47}